1.
Density functional theory data (the ωB97M-V functional and the def2-TZVPD basis) for C36H25ClF6N7O5S2Sn as an isolated structure at a distorted geometry.

The geometry in XYZ format:
```
83
Properties=species:S:1:pos:R:3:forces:R:3
Sn -0.13168 0.14862 0.83513 -0.18 -0.16 -0.18
Cl -1.80888 -6.54798 -2.98668 0.00 0.08 0.07
C -1.54996 -5.18119 -1.91848 -0.03 -0.07 0.08
C -1.80146 -5.32568 -0.53683 -0.02 0.04 -0.09
C -1.59417 -4.27880 0.31153 0.04 -0.09 -0.01
C -1.08472 -3.02079 -0.14835 0.05 0.05 -0.34
O -0.83411 -2.10355 0.68635 -0.33 0.51 0.26
C -0.87401 -2.88332 -1.56296 -0.06 -0.03 0.02
C -0.38127 -1.70766 -2.21304 -0.03 -0.12 -0.07
N -0.08414 -0.54616 -1.72382 0.31 -0.10 -0.06
C 0.56890 0.36551 -2.56710 -0.20 0.10 0.05
C 1.46926 0.00387 -3.54908 -0.08 -0.12 0.03
C 2.08199 0.95888 -4.38670 0.00 -0.04 -0.01
C 1.82274 2.28921 -4.23867 0.04 0.01 -0.06
C 0.96211 2.71626 -3.20087 -0.01 -0.01 0.06
C 0.69328 4.08343 -2.95772 0.02 0.02 -0.03
C -0.10399 4.44791 -1.91676 -0.05 0.09 0.02
C -0.64077 3.44009 -1.08898 0.07 -0.48 0.02
N -0.42831 2.16080 -1.29681 0.01 -0.09 0.03
C 0.35336 1.76894 -2.34632 -0.21 0.24 0.22
C -1.11220 -3.99400 -2.41387 -0.01 0.11 -0.05
H -2.15796 -6.27894 -0.16563 0.01 0.03 0.02
H -1.76547 -4.37047 1.37808 0.04 -0.01 -0.06
H -0.27947 -1.84159 -3.29658 0.08 0.01 -0.04
H 1.73954 -1.03795 -3.65995 -0.04 -0.04 -0.01
H 2.76937 0.62165 -5.15369 -0.02 -0.01 0.03
H 2.27732 3.02619 -4.89255 -0.01 -0.03 0.07
H 1.13984 4.82930 -3.60546 0.01 -0.01 0.00
H -0.31892 5.48762 -1.70727 0.00 -0.03 0.01
H -1.24902 3.69246 -0.22170 0.08 -0.03 -0.06
H -0.93549 -3.89104 -3.48077 0.01 0.01 0.08
F 0.80622 -1.58732 6.17300 0.08 0.00 0.03
C 1.47674 -2.30012 5.26725 0.00 -0.07 -0.14
F 1.49524 -3.57994 5.66294 0.08 0.32 -0.02
F 2.73041 -1.84026 5.20104 -0.14 -0.19 0.11
S 0.65456 -2.13167 3.62502 0.51 0.54 -1.08
O 0.95310 -0.77392 3.18245 -0.28 -0.35 0.63
O -0.71890 -2.45399 3.85742 0.23 -0.28 0.14
N 1.47177 -3.21657 2.81379 -0.07 0.18 0.20
S 2.12468 -3.01765 1.38944 -1.52 -0.01 -0.06
O 1.81760 -4.15185 0.56964 0.63 -0.08 0.11
O 1.93231 -1.71762 0.79101 0.83 -0.24 0.10
C 3.93193 -3.09989 1.75660 0.02 -0.01 0.11
F 4.60228 -3.28469 0.61183 0.02 0.10 0.15
F 4.23588 -4.10131 2.58906 -0.06 0.23 -0.20
F 4.34135 -1.94621 2.30906 -0.03 -0.32 -0.09
C -3.68550 -0.18548 0.51751 0.16 0.13 -0.10
N -2.56622 0.61103 1.04062 0.05 -0.25 -0.23
C -2.85215 1.65397 1.73309 0.12 0.23 0.13
C -1.87013 2.49571 2.33832 -0.09 -0.12 -0.06
C -2.06870 3.64565 3.11363 -0.04 0.10 0.01
C -0.79715 4.05146 3.52736 0.02 -0.07 -0.05
C 0.09911 3.11401 2.98629 -0.15 0.11 -0.04
N -0.53794 2.17985 2.26399 -0.08 0.23 0.13
C -4.21340 0.32947 -0.80667 0.13 0.03 0.01
C -3.36335 0.42709 -1.90914 -0.06 -0.04 0.11
C -3.82272 0.92583 -3.11666 -0.02 -0.01 -0.01
C -5.15022 1.32391 -3.24808 0.00 -0.02 0.07
C -6.00690 1.21468 -2.16294 0.03 -0.02 0.00
C -5.53745 0.72120 -0.94835 -0.08 0.08 -0.01
H -4.50087 -0.19342 1.24319 -0.08 -0.06 0.07
H -3.33126 -1.20987 0.39730 0.02 -0.03 0.05
H -3.89859 1.92798 1.90038 -0.05 -0.01 0.00
H -3.02217 4.10947 3.33541 0.10 -0.04 0.00
H -0.53998 4.89923 4.14675 -0.04 -0.06 -0.03
H 1.17352 3.10187 3.11544 -0.02 -0.05 -0.06
H -2.33657 0.10521 -1.79945 0.01 0.09 -0.03
H -3.14454 1.00200 -3.96086 -0.04 -0.01 0.05
H -5.51381 1.71377 -4.19107 0.01 -0.01 0.01
H -7.04430 1.51483 -2.25654 0.03 0.00 0.00
H -6.21517 0.64501 -0.10269 0.06 0.00 -0.04
N 5.62095 1.53493 4.15449 -0.04 -0.05 -0.11
C 5.14474 1.33175 3.12756 -0.08 -0.04 -0.09
C 4.57188 1.12245 1.81916 0.19 0.07 0.18
C 5.39174 0.87547 0.72400 0.10 0.00 -0.01
C 4.80913 0.71966 -0.51790 0.09 -0.08 0.00
C 3.43404 0.84841 -0.62545 -0.16 0.12 0.20
N 2.64206 1.08789 0.42042 0.31 0.07 -0.05
C 3.19807 1.18978 1.62479 -0.25 -0.07 -0.22
H 6.46307 0.80106 0.85455 0.00 -0.01 0.01
H 5.40740 0.49062 -1.38954 -0.01 0.04 0.00
H 2.94402 0.75213 -1.58910 0.04 0.01 0.08
H 2.52244 1.29281 2.46619 0.00 0.09 0.02
```
Forces are in eV/Å.

Properties
spin multiplicity	1
E_LUMO	1.664	eV
largest force on an atom	1.52	eV Å⁻¹
energy relative to the best compared isomer or geometry (same formula, charge and spin)	0.0	kJ/mol
charge	-1
frontier orbital gap	0.248	hartree
total energy	-114737.9924	eV

---

2.
Density functional theory data (the ωB97M-V functional and the def2-TZVPD basis) for C36H25ClI2N4O4SY as an isolated structure at a distorted geometry.

The geometry in XYZ format:
```
74
Properties=species:S:1:pos:R:3:forces:R:3
Y -0.03379 -0.00993 0.67408 0.77 0.05 0.63
I -0.41532 7.64541 -0.32897 -0.05 0.23 -0.18
C -0.07178 5.65603 -0.82659 -0.38 -1.17 -0.28
C 1.23364 5.20819 -1.08204 -2.97 -0.98 0.42
C 1.42072 3.82598 -1.19367 0.42 0.05 0.17
I 3.36210 3.21854 -1.73826 -0.31 -0.21 0.17
C 0.44749 2.86684 -0.82446 -0.98 0.66 0.62
O 0.74468 1.62410 -0.57584 -0.59 0.70 -0.60
C -0.93857 3.40079 -0.66693 1.07 -2.13 0.40
C -2.07141 2.41991 -0.30079 1.21 -1.39 -0.50
N -2.02143 1.89491 1.08725 0.36 0.67 1.11
C -1.83122 2.95198 2.12634 -1.03 -0.41 -0.91
C -0.43946 2.85105 2.77465 0.22 0.80 1.89
C -0.07057 3.80605 3.78975 0.82 -1.78 -1.81
C 1.24464 3.78393 4.22732 0.66 -0.47 0.52
C 2.09745 2.73466 3.83340 0.72 0.08 -0.37
C 1.58861 1.71669 3.02219 1.07 1.12 0.74
N 0.38316 1.82654 2.49920 -1.71 0.00 -1.24
C -1.18065 4.73592 -0.74865 0.38 1.93 -0.69
H 1.99663 5.91918 -1.16831 1.16 0.64 -0.18
H -1.94594 1.47283 -0.89525 -0.46 1.03 -0.08
H -3.02940 2.87070 -0.47897 -0.54 0.37 -0.44
H -2.83392 1.27446 1.31426 1.27 0.85 -0.65
H -2.68071 2.84400 2.86757 1.23 0.15 -0.39
H -2.01405 3.93975 1.60062 0.59 -0.78 1.00
H -0.75178 4.52968 4.14441 -0.69 0.74 0.14
H 1.62574 4.53330 4.94325 -0.33 -0.35 -0.53
H 3.20245 2.71922 4.02446 -1.34 0.07 0.28
H 2.21320 0.85828 2.73948 -0.41 0.23 0.04
H -2.22909 5.11848 -0.90181 1.15 -0.36 0.84
Cl -5.10458 -5.58125 0.67616 0.44 -0.48 0.16
C -4.03873 -4.19046 0.73390 0.75 -0.76 -1.51
C -4.60884 -3.06416 1.24422 1.10 1.49 -0.51
C -3.99010 -1.83405 1.08559 0.53 -1.30 -0.27
C -2.72221 -1.70725 0.43948 -0.37 -0.50 -0.01
O -2.12645 -0.55004 0.50972 -0.74 -1.65 -0.72
C -2.18557 -2.91673 -0.21273 -0.02 1.42 1.74
C -0.96015 -2.87034 -0.99274 0.77 -0.32 -0.63
N -0.28558 -1.79330 -1.30751 -1.47 -0.01 -0.27
C 0.56579 -1.67572 -2.44509 0.77 0.62 -1.14
C 1.59244 -2.54412 -2.65808 0.35 -0.15 -0.03
C 2.64085 -2.31731 -3.58566 0.81 0.00 -0.28
C 2.66731 -1.20545 -4.40879 0.89 -1.32 0.26
C 1.60090 -0.31468 -4.33885 -1.48 0.37 0.26
C 1.51883 0.78531 -5.22902 -0.69 0.59 -0.13
C 0.39319 1.58034 -5.24541 0.12 -0.41 0.86
C -0.57668 1.24550 -4.24743 -0.81 1.11 -1.53
N -0.58868 0.22656 -3.44671 0.10 0.43 0.69
C 0.49756 -0.54117 -3.43491 0.99 -1.70 1.34
C -2.84465 -4.14395 0.01222 -0.01 -0.20 0.49
H -5.52994 -3.19704 1.72358 -1.24 0.27 0.71
H -4.44800 -0.98806 1.52846 -0.14 0.86 0.29
H -0.67871 -3.91812 -1.32450 -0.08 1.23 -0.43
H 1.63561 -3.44041 -2.05938 0.22 -0.01 0.35
H 3.48998 -3.03098 -3.52710 -0.69 0.56 -0.41
H 3.44351 -1.01132 -5.17856 -0.36 -0.29 0.85
H 2.34551 1.01754 -5.88808 0.10 -0.27 -0.09
H 0.22480 2.43234 -5.94213 0.29 -0.78 0.78
H -1.46140 1.86380 -4.19562 -0.23 0.21 -0.02
H -2.37430 -5.09219 -0.27668 -0.27 0.47 -0.32
O 0.80133 -1.87009 4.53268 -0.41 0.52 -0.58
C 0.67398 -1.85380 3.31364 0.97 -1.61 -0.26
O -0.10207 -1.13246 2.58130 0.00 0.42 0.05
C 1.44882 -2.92696 2.48472 -0.40 0.24 1.07
C 1.35109 -4.26590 2.91222 -0.46 0.16 0.17
C 1.73809 -5.30577 2.08607 0.44 -0.26 -1.13
C 2.44259 -5.00944 0.90292 -0.15 1.82 0.16
C 2.86946 -3.68506 0.69757 -0.78 0.54 0.70
C 2.25832 -2.60244 1.39431 1.28 -0.88 -0.13
S 2.82609 -0.99970 0.89579 -1.36 0.45 0.03
H 0.89027 -4.50833 3.88022 0.05 0.38 -0.50
H 1.53275 -6.35339 2.29920 -0.20 0.27 0.17
H 2.48249 -5.59924 0.00927 0.68 -1.24 0.21
H 3.69363 -3.34823 0.06405 -0.56 -0.62 -0.56
```
Forces are in eV/Å.

Properties
spin multiplicity	1
E_LUMO	1.784	eV
largest force on an atom	3.16	eV Å⁻¹
energy relative to the best compared isomer or geometry (same formula, charge and spin)	108.9	kJ/mol
charge	-1
frontier orbital gap	0.228	hartree
total energy	-92496.6702	eV

---

3.
Density functional theory data (the ωB97M-V functional and the def2-TZVPD basis) for C36H25ClN6O4Os as an isolated structure.

The geometry in XYZ format:
```
73
Properties=species:S:1:pos:R:3:forces:R:3
Os 0.01566 -0.02952 0.01884 0.49 0.18 -0.01
Cl 7.32286 0.01113 1.01158 -0.01 0.00 0.00
C 5.60484 -0.06044 1.04986 0.02 0.00 -0.01
C 4.93723 -0.02105 2.28524 0.02 0.01 0.04
C 3.56578 -0.08199 2.36310 0.00 -0.01 -0.07
C 2.79969 -0.16765 1.19548 0.13 -0.04 -0.03
O 1.48559 -0.26863 1.32901 -0.35 0.29 -0.05
C 3.46777 -0.20291 -0.04900 0.09 0.03 0.07
C 2.76594 -0.29869 -1.26574 -0.13 0.05 -0.09
O 1.52046 -0.27561 -1.42435 -0.01 -0.30 -0.03
C 4.88164 -0.15984 -0.10472 -0.03 0.00 0.03
H 5.52497 0.05305 3.19094 0.00 0.00 0.00
H 3.06216 -0.06771 3.31929 -0.02 0.00 0.00
H 3.34400 -0.39707 -2.18837 0.03 0.02 0.02
H 5.38204 -0.19611 -1.06388 0.00 0.00 0.00
C -7.11450 0.83624 11.75550 0.00 -0.02 0.00
O -6.60534 -0.32512 11.10688 0.01 0.02 -0.01
C -5.93407 -0.17187 9.95747 -0.01 -0.02 0.03
C -5.69362 1.05642 9.34073 0.01 -0.04 -0.01
C -4.98616 1.08942 8.15129 0.00 0.01 0.01
C -4.50989 -0.07617 7.56004 0.00 -0.01 0.00
C -4.76027 -1.30244 8.18951 -0.01 0.00 0.02
C -5.46016 -1.35111 9.36907 0.01 0.02 -0.01
C -3.76373 -0.06730 6.31140 0.00 0.03 0.01
N -3.31519 -1.13590 5.67940 -0.01 0.00 0.01
C -2.68895 -0.66337 4.57122 0.01 0.01 0.00
C -2.74286 0.71906 4.51144 0.02 -0.02 0.00
N -3.43395 1.08414 5.63671 -0.01 0.00 0.01
C -2.14175 1.46376 3.46086 0.01 -0.05 -0.05
C -2.07876 2.85992 3.31277 0.00 0.03 0.03
C -1.43321 3.40455 2.22906 -0.02 -0.01 0.00
C -0.87402 2.57256 1.25897 0.00 -0.05 0.07
N -0.92273 1.25158 1.38409 -0.29 -0.23 0.07
C -1.52420 0.69746 2.45982 0.08 -0.08 -0.12
C -1.44852 -0.72222 2.50511 -0.05 0.22 -0.04
N -0.75204 -1.31843 1.49246 -0.14 -0.18 0.14
C -0.55669 -2.62337 1.59916 0.08 -0.08 -0.03
C -1.09782 -3.40442 2.62385 0.00 0.01 0.01
C -1.84535 -2.81943 3.61212 0.02 0.06 -0.04
C -2.01040 -1.42670 3.57115 0.00 -0.10 0.01
H -7.61304 0.47973 12.65063 0.00 0.01 0.00
H -7.83440 1.35353 11.11879 0.00 0.01 0.00
H -6.30468 1.51283 12.03428 0.00 0.00 0.00
H -6.05025 1.97817 9.77368 -0.01 0.00 0.01
H -4.82143 2.06000 7.69750 0.00 0.00 -0.01
H -4.39526 -2.21325 7.73595 0.00 0.00 -0.01
H -5.65990 -2.28982 9.86668 0.00 0.00 0.00
H -3.66901 2.01451 5.93577 0.00 0.00 -0.01
H -2.53040 3.50869 4.05205 0.00 0.01 0.00
H -1.36547 4.47491 2.10129 0.00 0.00 0.00
H -0.40444 2.96473 0.37129 0.01 0.01 -0.01
H 0.06952 -3.09834 0.87023 0.04 0.03 -0.08
H -0.89626 -4.46572 2.61709 -0.01 -0.01 0.01
H -2.27883 -3.38614 4.42507 0.00 0.00 0.00
O -0.89294 1.28044 -1.09347 0.60 -0.01 -0.16
C -1.49889 1.31730 -2.29765 -0.18 -0.01 0.16
C -1.71818 2.57365 -2.85426 -0.10 -0.04 -0.08
C -2.39463 2.68146 -4.05415 0.04 0.08 0.06
C -2.86299 1.54640 -4.70766 -0.02 -0.09 -0.04
C -2.63418 0.30180 -4.16015 -0.04 0.08 0.00
C -1.95442 0.17345 -2.94481 -0.01 0.04 -0.02
C -1.55837 -1.12031 -2.42945 0.06 -0.05 -0.02
N -0.71920 -1.36048 -1.42022 -0.42 0.18 0.17
C -0.34911 -2.69355 -1.50702 0.11 0.03 -0.03
C -1.02903 -3.27396 -2.51843 0.05 0.01 0.02
N -1.79572 -2.27923 -3.06779 0.01 0.03 -0.03
H -1.36005 3.45018 -2.33249 0.02 0.00 0.01
H -2.56228 3.65890 -4.48582 0.00 0.00 0.00
H -3.39031 1.63625 -5.64637 0.00 0.00 0.00
H -2.97728 -0.57088 -4.70074 -0.03 0.00 0.01
H 0.45473 -3.10732 -0.93197 -0.05 -0.05 0.08
H -1.00930 -4.27574 -2.90692 -0.02 -0.02 0.02
H -2.39751 -2.37896 -3.86851 0.03 0.00 -0.01
```
Forces are in eV/Å.

Properties
spin multiplicity	1
E_LUMO	-6.899	eV
largest force on an atom	0.62	eV Å⁻¹
charge	+2
frontier orbital gap	0.184	hartree
total energy	-69846.3875	eV

---

Look up the largest force on an atom of the second one.
3.16 eV Å⁻¹

---

The lowest total energy belongs to which entry?
C36H25ClF6N7O5S2Sn